1.
Entry from OMol25: 8 unconnected molecules or ions with the total composition C7H29NO7 in a non-equilibrium geometry (ωB97M-V/def2-TZVPD).

Computed properties:
Charge   0
E_HOMO   -9.30 eV
Relative energy (zero: lowest compared OMol25 entry of this formula, charge and spin)   185.1 kJ/mol
E_tot   -23550.8802 eV
SMILES   C/C=C/CC[C@@H](C)N.O.O.O.O.O.O.O
Max |F|   2.63 eV/A
Lowest unoccupied orbital energy   0.124 eV

CARTESIAN COORDINATES (ANGSTROEM)
C (3.11, 0.15, 1.59)
C (2.08, -0.54, 0.76)
C (1.87, -1.83, 0.60)
C (0.75, -2.42, -0.25)
C (-0.50, -2.61, 0.67)
C (-1.62, -1.61, 0.33)
C (-3.00, -2.26, 0.53)
N (-1.61, -0.39, 1.21)
H (3.11, -0.03, 2.66)
H (4.11, 0.12, 1.17)
H (2.88, 1.22, 1.54)
H (1.37, 0.15, 0.30)
H (2.59, -2.57, 0.94)
H (0.54, -1.65, -0.97)
H (1.07, -3.35, -0.70)
H (-0.84, -3.65, 0.58)
H (-0.23, -2.42, 1.71)
H (-1.55, -1.17, -0.66)
H (-3.74, -1.45, 0.53)
H (-3.01, -2.57, 1.58)
H (-3.28, -2.97, -0.23)
H (-0.64, -0.12, 1.19)
H (-1.71, -0.73, 2.17)
O (0.97, 2.50, 1.71)
H (0.45, 2.82, 0.95)
H (1.43, 3.24, 2.13)
O (0.28, 3.19, -0.85)
H (1.11, 2.71, -0.97)
H (-0.31, 2.66, -1.40)
O (0.56, -0.69, -3.27)
H (0.95, -1.27, -2.60)
H (0.79, -1.17, -4.07)
O (-0.30, 1.10, 3.89)
H (0.40, 1.51, 3.36)
H (-1.08, 1.18, 3.34)
O (-0.79, 0.98, -2.50)
H (-0.75, 0.02, -2.52)
H (-1.49, 1.26, -3.09)
O (-3.23, 0.37, -0.79)
H (-2.31, 0.30, -0.54)
H (-3.60, 0.50, 0.10)
O (2.16, 1.54, -2.60)
H (1.42, 0.92, -2.71)
H (1.89, 2.38, -2.96)

The Mulliken scheme yields these atomic charges, measured in e: -1.443, 0.584, -0.404, 0.610, -0.937, 0.478, -1.679, -0.555, 0.319, 0.376, 0.298, -0.211, 0.338, -1.113, 0.722, 0.418, 0.375, 0.215, 0.289, 0.414, 0.417, -0.065, 0.405, -0.546, 0.321, 0.244, -0.759, 0.389, 0.352, -0.618, 0.304, 0.278, -0.669, 0.347, 0.304, -0.488, 0.288, 0.227, -0.630, 0.392, 0.368, -0.714, 0.440, 0.317



2.
Entry from OMol25: 8 unconnected molecules or ions with the total composition C7H29NO7 in a non-equilibrium geometry (ωB97M-V/def2-TZVPD).

Computed properties:
Charge   +1
E_HOMO (alpha / beta)   -13.54 / -13.49 eV
Relative energy (zero: lowest compared OMol25 entry of this formula, charge and spin)   202.8 kJ/mol
E_tot   -23539.2392 eV
Max |F|   5.76 eV/A
Lowest unoccupied orbital energy (alpha / beta)   -5.186 / -8.682 eV
⟨S²⟩   0.7536
Multiplicity   2

CARTESIAN COORDINATES (ANGSTROEM)
C (2.86, -1.05, 0.58)
C (1.95, 0.19, 0.21)
C (0.72, 0.41, 1.07)
C (-0.68, 0.07, 0.68)
C (-0.96, -1.30, 0.72)
C (-1.80, 1.16, 0.56)
C (-2.73, 1.19, 1.73)
N (1.70, 0.11, -1.24)
H (2.90, -1.69, -0.22)
H (3.94, -0.87, 0.67)
H (2.35, -1.50, 1.39)
H (2.45, 1.19, 0.30)
H (0.91, 0.00, 2.05)
H (0.72, 1.46, 1.47)
H (-1.92, -1.63, 0.56)
H (-0.12, -1.95, 0.62)
H (-1.45, 2.14, 0.40)
H (-2.44, 0.91, -0.56)
H (-3.54, 0.54, 1.61)
H (-2.27, 0.71, 2.55)
H (-3.13, 2.14, 1.92)
H (1.07, -0.62, -1.41)
H (2.61, -0.04, -1.76)
H (-0.79, -3.24, 2.37)
H (0.02, -3.93, 1.38)
O (-0.22, -3.99, 2.29)
H (0.41, 2.97, -1.24)
H (-0.10, 1.45, -1.74)
O (-0.25, 2.36, -1.68)
H (-0.85, -2.35, -3.14)
H (-1.28, -1.05, -2.39)
O (-0.59, -1.70, -2.44)
H (-0.33, 1.86, 2.92)
H (-1.34, 1.75, 4.14)
O (-0.43, 1.66, 3.87)
H (1.98, 3.44, -2.95)
H (2.29, 2.23, -1.97)
O (2.64, 3.00, -2.27)
H (0.94, -3.75, -0.79)
H (-0.51, -4.34, -0.64)
O (0.40, -4.43, -0.29)
H (-2.29, 2.52, -2.70)
H (-0.93, 1.98, -3.27)
O (-1.90, 1.99, -3.35)

The Mulliken scheme yields these atomic charges, measured in e: -1.509, 0.561, -1.660, 0.905, -0.972, -0.056, -1.583, -0.473, 0.450, 0.305, 0.448, 0.358, 0.777, 0.443, 0.554, 0.175, 0.373, 0.268, 0.417, 0.488, 0.351, -0.029, 0.342, 0.343, 0.376, -0.582, 0.313, 0.388, -0.748, 0.298, 0.284, -0.585, 0.313, 0.301, -0.602, 0.342, 0.343, -0.674, 0.321, 0.350, -0.699, 0.291, 0.327, -0.634



3.
Entry from OMol25: C7H2O3 in the gas phase in a non-equilibrium geometry (ωB97M-V/def2-TZVPD).

Computed properties:
Charge   0
E_HOMO   -9.33 eV
Relative energy (zero: lowest compared OMol25 entry of this formula, charge and spin)   0.0 kJ/mol
E_tot   -13426.5743 eV
Max |F|   3.40 eV/A
Lowest unoccupied orbital energy   -1.209 eV

CARTESIAN COORDINATES (ANGSTROEM)
C (0.67, -1.10, -0.55)
C (-0.64, 0.36, 0.93)
C (1.86, -0.48, -0.52)
C (-0.62, -0.48, -0.33)
C (-1.78, -0.43, -1.19)
C (-1.48, 1.35, 1.06)
C (2.39, 0.69, -0.64)
O (3.06, 1.63, -0.89)
O (-1.78, -1.44, -0.43)
O (-2.26, 2.09, 1.44)
H (0.63, -2.11, -0.65)
H (-0.05, -0.07, 1.77)

The Mulliken scheme yields these atomic charges, measured in e: -0.582, -0.861, -0.739, 1.260, -0.435, 0.571, 0.824, -0.397, -0.188, -0.315, 0.462, 0.400



4.
Entry from OMol25: 8 unconnected molecules or ions with the total composition C7H30N14O8 in a non-equilibrium geometry (ωB97M-V/def2-TZVPD).

Computed properties:
Charge   0
E_HOMO   -9.03 eV
Relative energy (zero: lowest compared OMol25 entry of this formula, charge and spin)   102.8 kJ/mol
E_tot   -44994.2853 eV
SMILES   NC(N)=O.NC(N)=O.NC(N)=O.NC(N)=O.NC(N)=O.NC(N)=O.NC(N)=O.O
Max |F|   3.04 eV/A
Lowest unoccupied orbital energy   0.426 eV

CARTESIAN COORDINATES (ANGSTROEM)
N (0.30, -0.24, 3.41)
C (1.10, -1.14, 4.06)
N (2.16, -1.59, 3.27)
O (0.98, -1.40, 5.24)
H (-0.16, 0.47, 3.95)
H (0.35, -0.23, 2.40)
H (2.39, -2.55, 3.45)
H (2.22, -1.26, 2.32)
N (3.82, -2.00, -0.31)
C (5.12, -1.87, -0.64)
N (5.86, -3.00, -0.56)
O (5.64, -0.79, -0.96)
H (3.24, -1.19, -0.52)
H (3.50, -2.95, -0.24)
H (5.36, -3.87, -0.44)
H (6.78, -3.13, -0.91)
N (-0.48, 2.99, 2.15)
C (0.14, 3.77, 1.21)
N (-0.33, 5.03, 1.14)
O (0.99, 3.40, 0.40)
H (-0.91, 3.42, 2.94)
H (-0.44, 1.99, 2.18)
H (0.09, 5.49, 0.35)
H (-0.96, 5.38, 1.84)
N (3.49, -0.04, -3.35)
C (2.52, -0.85, -2.85)
N (2.46, -2.06, -3.43)
O (1.79, -0.44, -1.95)
H (3.68, 0.84, -2.89)
H (4.12, -0.37, -4.06)
H (1.82, -2.75, -3.09)
H (3.02, -2.20, -4.25)
N (-1.74, 2.63, -1.42)
C (-2.92, 3.27, -1.13)
N (-3.25, 4.13, -2.15)
O (-3.61, 3.08, -0.14)
H (-1.49, 2.41, -2.36)
H (-1.41, 1.96, -0.73)
H (-3.92, 4.85, -1.96)
H (-2.64, 4.29, -2.93)
N (-3.18, -2.22, -1.09)
C (-2.83, -3.41, -1.70)
N (-3.78, -4.07, -2.36)
O (-1.70, -3.90, -1.54)
H (-2.34, -1.75, -0.79)
H (-4.03, -1.85, -1.47)
H (-3.55, -4.83, -2.97)
H (-4.68, -3.63, -2.51)
N (-3.44, 1.46, 2.04)
C (-2.70, 0.40, 1.64)
N (-2.89, -0.67, 2.46)
O (-1.91, 0.39, 0.70)
H (-4.10, 1.40, 2.79)
H (-3.41, 2.31, 1.46)
H (-3.43, -0.76, 3.30)
H (-2.27, -1.45, 2.31)
O (0.69, -0.40, 0.58)
H (1.13, -0.33, -0.29)
H (-0.24, -0.16, 0.40)

The Mulliken scheme yields these atomic charges, measured in e: -0.056, 0.469, -0.394, -0.667, 0.140, 0.156, 0.216, 0.230, -0.247, 0.691, -0.413, -0.654, 0.082, 0.181, 0.149, 0.234, -0.178, 0.633, -0.464, -0.619, 0.179, 0.050, 0.233, 0.168, -0.367, 0.626, -0.395, -0.820, 0.224, 0.152, 0.227, 0.150, -0.268, 0.618, -0.450, -0.725, 0.257, 0.062, 0.242, 0.157, -0.323, 0.585, -0.396, -0.656, 0.203, 0.187, 0.239, 0.167, -0.306, 0.394, -0.390, -0.444, 0.155, 0.295, 0.152, 0.254, -0.674, 0.536, 0.215



Repeat the first record exactly.
Entry from OMol25: 8 unconnected molecules or ions with the total composition C7H29NO7 in a non-equilibrium geometry (ωB97M-V/def2-TZVPD).

Computed properties:
Charge   0
E_HOMO   -9.30 eV
Relative energy (zero: lowest compared OMol25 entry of this formula, charge and spin)   185.1 kJ/mol
E_tot   -23550.8802 eV
SMILES   C/C=C/CC[C@@H](C)N.O.O.O.O.O.O.O
Max |F|   2.63 eV/A
Lowest unoccupied orbital energy   0.124 eV

CARTESIAN COORDINATES (ANGSTROEM)
C (3.11, 0.15, 1.59)
C (2.08, -0.54, 0.76)
C (1.87, -1.83, 0.60)
C (0.75, -2.42, -0.25)
C (-0.50, -2.61, 0.67)
C (-1.62, -1.61, 0.33)
C (-3.00, -2.26, 0.53)
N (-1.61, -0.39, 1.21)
H (3.11, -0.03, 2.66)
H (4.11, 0.12, 1.17)
H (2.88, 1.22, 1.54)
H (1.37, 0.15, 0.30)
H (2.59, -2.57, 0.94)
H (0.54, -1.65, -0.97)
H (1.07, -3.35, -0.70)
H (-0.84, -3.65, 0.58)
H (-0.23, -2.42, 1.71)
H (-1.55, -1.17, -0.66)
H (-3.74, -1.45, 0.53)
H (-3.01, -2.57, 1.58)
H (-3.28, -2.97, -0.23)
H (-0.64, -0.12, 1.19)
H (-1.71, -0.73, 2.17)
O (0.97, 2.50, 1.71)
H (0.45, 2.82, 0.95)
H (1.43, 3.24, 2.13)
O (0.28, 3.19, -0.85)
H (1.11, 2.71, -0.97)
H (-0.31, 2.66, -1.40)
O (0.56, -0.69, -3.27)
H (0.95, -1.27, -2.60)
H (0.79, -1.17, -4.07)
O (-0.30, 1.10, 3.89)
H (0.40, 1.51, 3.36)
H (-1.08, 1.18, 3.34)
O (-0.79, 0.98, -2.50)
H (-0.75, 0.02, -2.52)
H (-1.49, 1.26, -3.09)
O (-3.23, 0.37, -0.79)
H (-2.31, 0.30, -0.54)
H (-3.60, 0.50, 0.10)
O (2.16, 1.54, -2.60)
H (1.42, 0.92, -2.71)
H (1.89, 2.38, -2.96)

The Mulliken scheme yields these atomic charges, measured in e: -1.443, 0.584, -0.404, 0.610, -0.937, 0.478, -1.679, -0.555, 0.319, 0.376, 0.298, -0.211, 0.338, -1.113, 0.722, 0.418, 0.375, 0.215, 0.289, 0.414, 0.417, -0.065, 0.405, -0.546, 0.321, 0.244, -0.759, 0.389, 0.352, -0.618, 0.304, 0.278, -0.669, 0.347, 0.304, -0.488, 0.288, 0.227, -0.630, 0.392, 0.368, -0.714, 0.440, 0.317



Question: Look up the E_tot of the second one.
Answer: -23539.2392 eV



Question: Among the records above, which one has the highest relative energy (zero: lowest compared OMol25 entry of this formula, charge and spin)?
Answer: number 2